[1]
ORCA calculation (ωB97M-V/def2-TZVPD) on the ion C14H27OS2Si with charge +1 in a non-equilibrium geometry.

## Properties
Orbital gap (eV): 5.393
Electronic energy (eV): -46546.0311
Net charge: +1
LUMO energy (eV): -4.73

Last column: Löwdin charge in e.
CARTESIAN COORDINATES (ANGSTROEM)
C1 -2.91 -0.60 2.82  -0.14
Si1 -1.54 0.61 3.12  0.48
C2 -2.17 2.28 3.64  -0.15
C3 -0.38 0.02 4.45  -0.16
O1 -0.80 0.73 1.57  -0.02
C4 0.42 0.93 1.15  -0.11
C5 0.64 2.19 0.34  -0.33
C6 1.78 3.00 1.00  -0.14
C7 3.21 2.59 0.65  -0.18
C8 3.69 1.21 1.13  -0.18
C9 2.79 0.00 0.84  -0.16
C10 1.49 0.06 1.67  -0.09
H1 -3.54 -0.65 3.72  0.05
H2 -3.54 -0.29 1.97  0.05
H3 -2.51 -1.60 2.62  0.05
H4 -2.67 2.14 4.61  0.05
H5 -1.37 3.02 3.79  0.04
H6 -2.90 2.69 2.94  0.05
H7 -0.97 0.00 5.38  0.06
H8 -0.02 -1.00 4.26  0.05
H9 0.48 0.68 4.61  0.04
H10 -0.32 2.74 0.44  0.16
H11 1.65 4.04 0.66  0.11
H12 1.65 2.98 2.10  0.13
H13 3.40 2.71 -0.43  0.11
H14 3.86 3.32 1.14  0.13
H15 4.67 1.01 0.68  0.12
H16 3.86 1.25 2.21  0.12
H17 2.56 -0.13 -0.22  0.12
H18 3.33 -0.90 1.17  0.13
H19 1.74 0.42 2.69  0.15
H20 1.09 -0.97 1.79  0.16
C11 1.17 2.52 -4.29  -0.29
C12 0.72 1.19 -3.67  -0.46
S1 -0.37 1.39 -2.22  0.83
C13 0.89 2.08 -1.10  -0.81
S2 0.69 3.73 -1.87  0.88
C14 1.85 3.36 -3.21  -0.46
H21 1.88 2.35 -5.10  0.12
H22 0.31 3.06 -4.72  0.12
H23 0.12 0.59 -4.37  0.09
H24 1.58 0.61 -3.34  0.08
H25 1.84 1.58 -1.30  0.07
H26 2.71 2.85 -2.78  0.08
H27 2.14 4.37 -3.55  0.08

[2]
ORCA calculation (ωB97M-V/def2-TZVPD) on a structure of composition C42H61ClN5O6SSeSiZr.

## Properties
Orbital gap (eV): 6.319
Electronic energy (eV): -162152.1630
Net charge: -1
LUMO energy (eV): 2.00
ΔE to the lowest compared entry with this formula, charge and spin (eV): 1.051

Last column: Löwdin charge in e.
CARTESIAN COORDINATES (ANGSTROEM)
Zr1 -0.49 -0.93 -0.67  1.23
C1 -0.23 -0.11 3.96  -0.10
C2 -0.88 -1.18 4.56  -0.10
C3 -1.67 -2.00 3.77  -0.07
C4 -1.77 -1.77 2.40  -0.24
C5 -1.04 -0.77 1.74  -0.17
C6 -0.30 0.07 2.59  -0.16
C7 -2.73 -2.56 1.60  -0.22
C8 -3.93 -3.04 2.20  -0.01
C9 -4.84 -3.70 1.46  -0.01
C10 -4.59 -3.93 0.09  -0.17
C11 -5.48 -4.65 -0.75  -0.05
C12 -5.18 -4.86 -2.06  -0.09
C13 -3.97 -4.37 -2.59  -0.07
C14 -3.09 -3.66 -1.81  -0.05
C15 -3.39 -3.42 -0.45  -0.22
N1 -2.48 -2.74 0.32  0.14
H1 0.36 0.58 4.56  0.09
H2 -0.77 -1.38 5.62  0.09
H3 -2.19 -2.84 4.22  0.10
H4 0.26 0.90 2.16  0.04
H5 -4.11 -2.82 3.25  0.10
H6 -5.77 -4.05 1.90  0.11
H7 -6.41 -5.02 -0.32  0.11
H8 -5.86 -5.42 -2.69  0.09
H9 -3.73 -4.54 -3.63  0.10
H10 -2.16 -3.28 -2.21  0.05
Cl1 -2.46 2.62 -6.87  0.62
C16 -1.94 2.09 -5.29  -0.67
C17 -0.86 2.75 -4.67  -0.08
C18 -0.44 2.38 -3.42  0.03
C19 -1.07 1.31 -2.72  -0.37
O1 -0.68 1.00 -1.53  -0.28
C20 -2.12 0.64 -3.39  -0.15
C21 -2.77 -0.48 -2.80  -0.20
O2 -2.48 -0.98 -1.71  -0.20
C22 -2.56 1.05 -4.67  -0.06
H11 -0.36 3.55 -5.20  0.11
H12 0.39 2.87 -2.95  0.10
H13 -3.61 -0.92 -3.35  0.15
H14 -3.37 0.52 -5.15  0.11
N2 1.68 -2.48 1.56  -0.02
N3 1.20 -2.41 0.19  -0.26
H15 0.84 -2.54 2.14  0.05
H16 2.03 -1.54 1.73  -0.02
H17 0.95 -3.34 -0.14  0.02
H18 2.00 -2.12 -0.37  -0.01
C23 -5.31 -0.21 -0.19  -0.06
C24 -4.90 1.20 -0.59  -0.29
O3 -3.58 1.42 -0.17  -0.16
C25 -3.17 2.77 -0.30  -0.28
C26 -2.04 3.05 0.66  -0.06
H19 -6.38 -0.36 -0.37  0.08
H20 -5.11 -0.36 0.87  0.08
H21 -4.76 -0.96 -0.75  0.05
H22 -5.57 1.93 -0.12  0.11
H23 -4.99 1.34 -1.68  0.12
H24 -4.02 3.43 -0.08  0.11
H25 -2.86 2.97 -1.34  0.12
H26 -2.34 2.81 1.68  0.09
H27 -1.77 4.10 0.61  0.06
H28 -1.15 2.47 0.42  0.06
C27 5.43 1.82 3.74  -0.04
C28 4.45 1.01 2.90  -0.65
C29 3.66 0.05 3.78  -0.02
C30 5.21 0.25 1.82  -0.04
O4 3.53 1.95 2.36  -0.16
Si1 2.84 2.14 0.87  -0.12
S1 1.99 0.46 0.06  0.44
O5 4.09 2.73 -0.05  -0.16
C31 4.36 2.69 -1.45  -0.65
C32 4.84 1.30 -1.86  -0.04
C33 5.47 3.71 -1.68  -0.04
C34 3.11 3.07 -2.25  -0.04
O6 1.76 3.37 1.12  -0.14
C35 1.96 4.70 1.60  -0.64
C36 2.62 5.55 0.52  -0.03
C37 0.57 5.24 1.90  -0.04
C38 2.80 4.73 2.87  -0.04
H29 6.14 1.17 4.26  0.08
H30 4.88 2.40 4.49  0.08
H31 5.98 2.51 3.11  0.09
H32 4.31 -0.68 4.26  0.09
H33 2.91 -0.48 3.19  0.06
H34 3.13 0.61 4.56  0.08
H35 5.88 -0.48 2.28  0.09
H36 5.79 0.94 1.21  0.08
H37 4.52 -0.28 1.16  0.05
H38 5.66 0.99 -1.21  0.08
H39 5.21 1.33 -2.89  0.08
H40 4.04 0.58 -1.80  0.05
H41 6.36 3.43 -1.10  0.08
H42 5.15 4.70 -1.35  0.07
H43 5.74 3.76 -2.73  0.08
H44 2.27 2.49 -1.89  0.04
H45 3.26 2.85 -3.31  0.09
H46 2.89 4.14 -2.14  0.08
H47 2.01 5.55 -0.38  0.08
H48 3.61 5.16 0.28  0.07
H49 2.73 6.58 0.87  0.09
H50 0.02 5.39 0.97  0.07
H51 0.63 6.20 2.42  0.08
H52 0.02 4.54 2.52  0.09
H53 3.82 4.39 2.69  0.08
H54 2.37 4.08 3.63  0.09
H55 2.83 5.75 3.26  0.08
C39 -1.09 -7.46 -3.00  -0.03
N4 -0.92 -6.63 -1.83  -0.14
C40 -1.25 -6.96 -0.53  -0.08
C41 -0.95 -5.86 0.21  -0.14
N5 -0.47 -4.86 -0.60  0.05
C42 -0.45 -5.37 -1.80  -0.20
H56 -0.54 -8.40 -2.89  0.09
H57 -0.70 -6.93 -3.86  0.09
H58 -2.14 -7.68 -3.17  0.09
H59 -1.65 -7.92 -0.27  0.11
H60 -1.07 -5.71 1.27  0.10
H61 -0.11 -4.82 -2.68  0.07
Se1 0.48 -1.90 -2.75  -0.02

Copy entry 1 word for word.
ORCA calculation (ωB97M-V/def2-TZVPD) on the ion C14H27OS2Si with charge +1 in a non-equilibrium geometry.

## Properties
Orbital gap (eV): 5.393
Electronic energy (eV): -46546.0311
Net charge: +1
LUMO energy (eV): -4.73

Last column: Löwdin charge in e.
CARTESIAN COORDINATES (ANGSTROEM)
C1 -2.91 -0.60 2.82  -0.14
Si1 -1.54 0.61 3.12  0.48
C2 -2.17 2.28 3.64  -0.15
C3 -0.38 0.02 4.45  -0.16
O1 -0.80 0.73 1.57  -0.02
C4 0.42 0.93 1.15  -0.11
C5 0.64 2.19 0.34  -0.33
C6 1.78 3.00 1.00  -0.14
C7 3.21 2.59 0.65  -0.18
C8 3.69 1.21 1.13  -0.18
C9 2.79 0.00 0.84  -0.16
C10 1.49 0.06 1.67  -0.09
H1 -3.54 -0.65 3.72  0.05
H2 -3.54 -0.29 1.97  0.05
H3 -2.51 -1.60 2.62  0.05
H4 -2.67 2.14 4.61  0.05
H5 -1.37 3.02 3.79  0.04
H6 -2.90 2.69 2.94  0.05
H7 -0.97 0.00 5.38  0.06
H8 -0.02 -1.00 4.26  0.05
H9 0.48 0.68 4.61  0.04
H10 -0.32 2.74 0.44  0.16
H11 1.65 4.04 0.66  0.11
H12 1.65 2.98 2.10  0.13
H13 3.40 2.71 -0.43  0.11
H14 3.86 3.32 1.14  0.13
H15 4.67 1.01 0.68  0.12
H16 3.86 1.25 2.21  0.12
H17 2.56 -0.13 -0.22  0.12
H18 3.33 -0.90 1.17  0.13
H19 1.74 0.42 2.69  0.15
H20 1.09 -0.97 1.79  0.16
C11 1.17 2.52 -4.29  -0.29
C12 0.72 1.19 -3.67  -0.46
S1 -0.37 1.39 -2.22  0.83
C13 0.89 2.08 -1.10  -0.81
S2 0.69 3.73 -1.87  0.88
C14 1.85 3.36 -3.21  -0.46
H21 1.88 2.35 -5.10  0.12
H22 0.31 3.06 -4.72  0.12
H23 0.12 0.59 -4.37  0.09
H24 1.58 0.61 -3.34  0.08
H25 1.84 1.58 -1.30  0.07
H26 2.71 2.85 -2.78  0.08
H27 2.14 4.37 -3.55  0.08